1.
Here is a molecular structure, C41H32BrCrN4O6 at a distorted geometry from the OMol25 dataset. Energies are from ωB97M-V/def2-TZVPD.

The multiplicity is 5. As for the total charge: -1. As for the HOMO energy (spin up / spin down): -3.633 / -5.129 eV. As for the expectation value of S²: 6.048.

Each line ends with the Mulliken spin population.
CARTESIAN COORDINATES (ANGSTROEM)
1 Cr -0.724 -0.430 0.162  3.101
2 C 0.554 -4.581 -0.718  -0.002
3 O -0.524 -4.703 -1.650  0.000
4 C -1.679 -3.989 -1.503  -0.002
5 C -2.715 -4.410 -2.315  0.002
6 C -3.985 -3.836 -2.253  0.004
7 C -4.212 -2.829 -1.343  0.002
8 C -3.160 -2.343 -0.558  0.016
9 C -3.440 -1.295 0.413  0.005
10 N -2.558 -0.519 0.904  -0.064
11 N -2.932 0.495 1.782  0.006
12 C -2.435 0.348 3.008  0.010
13 O -1.866 -0.658 3.482  -0.001
14 C -2.513 1.619 3.836  -0.019
15 C -1.732 1.697 4.983  0.002
16 C -1.665 2.880 5.715  0.004
17 C -2.388 3.993 5.307  0.002
18 C -3.181 3.918 4.164  -0.002
19 C -3.239 2.740 3.428  0.018
20 C -1.854 -2.878 -0.645  0.018
21 O -0.853 -2.372 0.060  -0.043
22 H 1.023 -3.608 -0.761  0.002
23 H 1.273 -5.345 -1.009  0.000
24 H 0.219 -4.765 0.303  -0.001
25 H -2.502 -5.220 -3.007  0.000
26 H -4.779 -4.188 -2.901  0.001
27 H -5.199 -2.386 -1.238  -0.001
28 H -4.464 -1.150 0.745  -0.006
29 H -1.177 0.813 5.277  -0.006
30 H -1.043 2.934 6.603  0.000
31 H -2.336 4.918 5.875  0.000
32 H -3.749 4.784 3.842  0.000
33 H -3.833 2.669 2.524  0.000
34 O 1.699 -0.767 -0.106  0.040
35 C 2.254 -0.777 -1.415  -0.010
36 C 1.014 -0.835 -2.373  -0.009
37 O 1.214 -1.039 -3.564  0.004
38 O -0.105 -0.607 -1.795  -0.001
39 C 3.007 0.541 -1.667  -0.017
40 C 3.351 0.953 -2.956  0.000
41 C 4.035 2.144 -3.162  0.001
42 C 4.388 2.953 -2.088  -0.001
43 C 4.037 2.560 -0.806  -0.006
44 C 3.351 1.368 -0.600  0.037
45 C 3.178 -1.994 -1.588  0.003
46 C 3.693 -2.356 -2.834  0.000
47 C 4.510 -3.471 -2.969  0.000
48 C 4.842 -4.247 -1.864  0.000
49 C 4.341 -3.893 -0.622  -0.001
50 C 3.515 -2.781 -0.489  -0.002
51 H 2.405 -0.700 0.546  0.002
52 H 3.046 0.352 -3.804  0.000
53 H 4.285 2.445 -4.173  0.000
54 H 4.917 3.885 -2.252  0.000
55 H 4.289 3.182 0.046  0.002
56 H 3.079 1.113 0.417  -0.016
57 H 3.412 -1.790 -3.710  0.000
58 H 4.882 -3.739 -3.951  0.000
59 H 5.471 -5.123 -1.974  0.000
60 H 4.580 -4.486 0.253  0.000
61 H 3.111 -2.565 0.491  0.002
62 Br -5.103 3.879 -4.077  0.003
63 C -3.803 3.172 -2.881  0.066
64 C -3.188 4.005 -1.970  -0.034
65 C -2.240 3.490 -1.095  0.104
66 C -1.894 2.137 -1.117  -0.151
67 C -2.544 1.315 -2.050  0.096
68 C -3.490 1.823 -2.924  -0.034
69 N -0.977 1.580 -0.224  0.210
70 C -0.208 2.332 0.573  0.080
71 C 0.455 1.696 1.632  0.324
72 C 1.335 2.331 2.534  0.074
73 C 1.912 1.605 3.538  0.008
74 C 1.616 0.229 3.677  0.174
75 C 0.754 -0.342 2.775  -0.013
76 N 0.201 0.352 1.769  -0.009
77 H -3.450 5.054 -1.931  -0.002
78 H -1.789 4.156 -0.369  0.016
79 H -2.277 0.268 -2.117  -0.002
80 H -3.977 1.171 -3.638  -0.001
81 H -0.105 3.401 0.433  0.021
82 H 1.533 3.389 2.410  -0.001
83 H 2.596 2.084 4.229  0.001
84 H 2.036 -0.367 4.476  0.002
85 H 0.473 -1.387 2.841  -0.006

2.
Here is a molecular structure, C41H32CoNO2P2S2 from the OMol25 dataset. Energies are from ωB97M-V/def2-TZVPD.

The multiplicity is 2. As for the total charge: +1. As for the HOMO energy (spin up / spin down): -10.135 / -10.086 eV. As for the expectation value of S²: 0.771.

Each line ends with the Mulliken spin population.
CARTESIAN COORDINATES (ANGSTROEM)
1 Co -0.166 -0.746 -0.456  1.046
2 O 0.190 2.395 -0.922  -0.009
3 S -0.072 1.342 0.070  0.011
4 C -1.609 1.736 0.889  0.010
5 C -1.807 2.914 1.593  0.000
6 C -3.045 3.147 2.175  -0.001
7 C -4.071 2.224 2.031  0.000
8 C -3.892 1.095 1.244  0.001
9 C -2.663 0.856 0.641  -0.044
10 P -2.384 -0.406 -0.646  -0.043
11 C -2.780 0.468 -2.180  -0.048
12 C -2.000 0.186 -3.300  0.042
13 C -2.250 0.829 -4.503  0.023
14 C -3.275 1.759 -4.588  0.001
15 C -4.053 2.047 -3.473  0.001
16 C -3.808 1.404 -2.271  -0.004
17 C -3.647 -1.659 -0.384  0.008
18 C -3.552 -2.437 0.771  -0.004
19 C -4.498 -3.413 1.026  -0.001
20 C -5.534 -3.626 0.123  -0.001
21 C -5.625 -2.861 -1.029  0.000
22 C -4.683 -1.873 -1.286  -0.001
23 C 1.262 1.402 1.269  -0.005
24 C 1.340 2.303 2.319  -0.001
25 C 2.529 2.420 3.024  -0.001
26 C 3.635 1.668 2.659  0.000
27 C 3.543 0.757 1.618  -0.001
28 C 2.347 0.590 0.931  0.008
29 P 2.133 -0.669 -0.385  -0.019
30 C 3.252 -0.116 -1.702  -0.030
31 C 2.803 0.891 -2.557  0.011
32 C 3.640 1.380 -3.547  0.004
33 C 4.920 0.863 -3.698  0.000
34 C 5.367 -0.140 -2.851  0.000
35 C 4.538 -0.631 -1.853  0.000
36 C 2.836 -2.204 0.272  0.001
37 C 3.029 -2.436 1.630  -0.002
38 C 3.462 -3.680 2.072  0.000
39 C 3.698 -4.699 1.163  -0.001
40 C 3.487 -4.482 -0.192  0.000
41 C 3.049 -3.245 -0.635  0.005
42 H -1.026 3.657 1.665  0.000
43 H -3.207 4.055 2.741  0.000
44 H -5.027 2.403 2.505  0.000
45 H -4.712 0.408 1.077  0.000
46 H -1.194 -0.538 -3.229  0.015
47 H -1.641 0.608 -5.370  0.000
48 H -3.467 2.266 -5.524  0.000
49 H -4.849 2.777 -3.541  0.000
50 H -4.412 1.638 -1.403  0.000
51 H -2.737 -2.271 1.468  0.000
52 H -4.427 -4.014 1.923  0.000
53 H -6.271 -4.394 0.320  0.000
54 H -6.429 -3.031 -1.732  0.000
55 H -4.753 -1.280 -2.188  0.000
56 H 0.494 2.908 2.603  0.000
57 H 2.592 3.116 3.849  0.000
58 H 4.569 1.784 3.193  0.000
59 H 4.405 0.160 1.345  0.000
60 H 1.808 1.306 -2.443  0.007
61 H 3.290 2.166 -4.203  0.000
62 H 5.569 1.244 -4.475  0.000
63 H 6.365 -0.543 -2.963  0.000
64 H 4.900 -1.407 -1.193  0.000
65 H 2.832 -1.658 2.354  0.001
66 H 3.615 -3.847 3.130  0.000
67 H 4.042 -5.665 1.509  0.000
68 H 3.658 -5.277 -0.905  0.000
69 H 2.870 -3.089 -1.692  0.000
70 O -0.210 -1.290 1.532  0.039
71 N -0.074 -2.603 1.735  0.008
72 C 0.085 -3.001 3.017  -0.002
73 C 0.217 -4.322 3.338  0.002
74 C 0.188 -5.267 2.309  -0.002
75 C 0.035 -4.846 1.013  0.003
76 C -0.098 -3.483 0.704  -0.011
77 S -0.316 -2.934 -0.913  -0.018
78 H 0.091 -2.189 3.728  0.001
79 H 0.339 -4.608 4.372  0.000
80 H 0.289 -6.321 2.530  0.000
81 H 0.014 -5.545 0.189  0.000

3.
Here is a molecular structure, C41H34BrF3IN4O6SbSeSiTi at a distorted geometry from the OMol25 dataset. Energies are from ωB97M-V/def2-TZVPD.

The multiplicity is 3. As for the total charge: -2. As for the HOMO energy (spin up / spin down): -0.808 / -1.617 eV. As for the expectation value of S²: 2.033.

Each line ends with the Mulliken spin population.
CARTESIAN COORDINATES (ANGSTROEM)
1 Ti 0.791 2.114 -1.071  0.939
2 Br 1.669 -3.466 5.349  0.003
3 C 2.655 -3.566 3.715  0.091
4 C 2.609 -4.729 2.956  -0.034
5 C 3.343 -4.808 1.790  0.071
6 C 4.139 -3.732 1.325  -0.022
7 C 4.143 -2.560 2.122  0.124
8 C 3.420 -2.487 3.297  -0.039
9 N 4.907 -3.940 0.218  0.244
10 N 5.435 -2.915 -0.444  0.418
11 C 4.691 -1.771 -0.677  -0.115
12 C 5.376 -0.569 -0.824  0.106
13 C 4.734 0.651 -1.077  -0.066
14 C 3.360 0.731 -1.185  0.052
15 O 2.713 1.872 -1.411  0.000
16 C 2.624 -0.487 -1.140  0.048
17 N 1.286 -0.377 -1.410  0.054
18 C 0.616 -1.484 -1.605  -0.027
19 C 1.173 -2.768 -1.492  0.037
20 C 2.487 -2.888 -1.129  0.000
21 C 3.270 -1.731 -0.929  0.024
22 H 2.000 -5.564 3.277  0.000
23 H 3.326 -5.716 1.199  0.007
24 H 4.744 -1.715 1.815  0.007
25 H 3.455 -1.584 3.894  0.000
26 H 6.453 -0.598 -0.713  0.029
27 H 5.312 1.563 -1.171  0.000
28 H -0.425 -1.390 -1.889  -0.013
29 H 0.554 -3.635 -1.678  0.002
30 H 2.958 -3.855 -1.025  -0.011
31 I 3.149 6.753 -3.997  0.000
32 C 2.299 5.999 -2.260  -0.007
33 C 2.157 6.788 -1.129  0.015
34 C 1.547 6.253 -0.005  -0.011
35 C 1.108 4.942 -0.051  0.035
36 N 1.285 4.190 -1.134  -0.004
37 C 1.842 4.692 -2.230  0.030
38 H 2.514 7.810 -1.131  0.002
39 H 1.400 6.839 0.891  -0.001
40 H 0.593 4.475 0.778  0.002
41 H 1.908 4.036 -3.088  0.000
42 O -0.125 1.998 -2.897  0.017
43 Se -1.447 3.044 -2.553  0.004
44 O -2.813 2.295 -2.972  -0.002
45 O -1.275 3.067 -0.892  0.015
46 O -1.162 4.477 -3.234  -0.001
47 F -4.671 -2.410 -6.013  0.000
48 C -4.188 -1.906 -4.845  0.000
49 C -4.834 -2.234 -3.670  0.000
50 C -4.334 -1.713 -2.484  -0.003
51 C -3.217 -0.881 -2.471  0.005
52 C -2.604 -0.569 -3.684  0.002
53 C -3.082 -1.085 -4.882  0.000
54 Sb -2.385 -0.050 -0.679  -0.006
55 C -4.242 0.742 0.062  -0.002
56 C -5.238 1.201 -0.796  0.001
57 C -6.408 1.768 -0.307  0.000
58 C -6.564 1.875 1.058  0.000
59 F -7.712 2.421 1.547  0.000
60 C -5.595 1.464 1.948  0.000
61 C -4.432 0.905 1.432  -0.001
62 C -2.395 -1.926 0.403  0.000
63 C -2.121 -1.930 1.770  0.000
64 C -1.887 -3.104 2.473  -0.001
65 C -1.924 -4.295 1.777  0.001
66 F -1.700 -5.453 2.444  0.000
67 C -2.173 -4.347 0.422  0.001
68 C -2.401 -3.154 -0.255  0.000
69 H -5.703 -2.880 -3.693  0.000
70 H -4.831 -1.964 -1.553  0.000
71 H -1.759 0.111 -3.700  0.000
72 H -2.618 -0.844 -5.829  0.000
73 H -5.092 1.144 -1.868  0.000
74 H -7.182 2.132 -0.970  0.000
75 H -5.747 1.585 3.012  0.000
76 H -3.662 0.602 2.134  -0.001
77 H -2.048 -0.998 2.319  0.000
78 H -1.642 -3.100 3.527  0.001
79 H -2.172 -5.300 -0.090  0.000
80 H -2.584 -3.199 -1.323  -0.001
81 C 1.031 3.087 3.276  0.001
82 Si 1.394 1.532 2.253  0.000
83 C 0.653 0.066 3.154  0.002
84 C 3.258 1.344 2.169  -0.018
85 O 0.721 1.690 0.791  -0.024
86 H 1.113 2.872 4.346  0.000
87 H 0.020 3.455 3.085  0.000
88 H 1.737 3.891 3.047  0.000
89 H 1.175 -0.136 4.092  0.000
90 H 0.705 -0.841 2.547  0.000
91 H -0.398 0.252 3.396  0.000
92 H 3.702 1.469 3.162  0.000
93 H 3.691 2.092 1.499  0.001
94 H 3.550 0.365 1.782  0.017

For each record above, in turn, the calculated E_tot values are -5870.677349 -4648.474984 -9205.382356 hartree.
For each record above, in turn, the calculated molar mass values are 808.63 755.73 1219.22 g/mol.
For each record above, in turn, the calculated energy relative to the best compared isomer or geometry (same formula, charge and spin) values are 49.9 0.0 27.2 kcal per mole.